The following is a quantum chemistry calculation of 21 unconnected molecules or ions with the total composition C36H41Cl60N3O3PS, from the OMol25 dataset.

XYZ file:
```
145
Properties=species:S:1:pos:R:3:forces:R:3
C 5.2041 -2.2487 0.4924 -0.89 1.62 1.28
C 4.9142 -1.0927 0.2846 -0.29 0.22 -0.27
C 4.4600 0.2931 -0.1128 0.91 -1.45 -0.10
C 3.9803 0.2786 -1.5925 -0.13 0.43 -0.27
C 2.9049 1.3558 -1.9666 0.26 -0.83 -0.30
N 1.9781 1.7694 -0.8748 1.08 0.62 -0.99
C 1.8875 3.1173 -0.6274 -1.57 0.51 1.39
C 0.9333 3.2902 0.3841 0.77 -1.20 -1.37
P 0.3949 4.9064 1.0656 0.52 2.51 0.35
O -0.4399 4.7551 2.4643 0.25 -1.04 -2.11
O -0.6901 5.5279 -0.0229 0.25 -1.91 0.98
S 1.8260 6.1653 1.2202 0.01 -0.89 -0.18
N 0.5344 1.9808 0.6706 -1.58 0.16 0.51
C -0.5174 1.6204 1.6869 0.22 -1.17 -0.29
N 0.1030 1.1217 2.9028 -0.05 1.39 -0.31
C 1.1482 1.0578 -0.0851 0.36 1.03 0.03
C 0.9998 -0.4695 -0.1384 0.80 0.15 -0.43
O 0.5609 -1.0474 1.0718 -0.53 0.16 -0.83
C -0.5940 -1.8225 0.9103 -1.71 -0.82 0.21
C -0.7140 -2.8662 -0.0237 0.16 0.40 0.16
C -1.9339 -3.5573 -0.1283 -0.11 -0.16 -0.21
C -3.0525 -3.2563 0.6594 0.20 0.68 0.72
C -2.9288 -2.2357 1.6288 0.87 -0.14 -0.56
C -1.7092 -1.5479 1.7304 0.39 0.57 0.30
H 5.3098 -3.2752 0.7809 -0.05 0.74 0.57
H 5.3523 0.9436 -0.0456 -0.62 -0.01 0.24
H 3.7026 0.6067 0.6180 0.31 0.00 -0.39
H 4.8716 0.5125 -2.2116 -0.59 -0.25 0.19
H 3.6253 -0.7126 -1.9244 0.17 0.35 0.42
H 3.4128 2.2707 -2.3108 -0.39 -0.31 0.33
H 2.2829 0.9922 -2.8097 0.37 0.19 0.45
H 2.4538 3.8882 -1.1556 -0.16 -0.55 0.26
H -1.3588 4.5619 2.1873 -0.13 0.17 0.72
H -1.3259 4.8199 -0.2417 -0.15 0.45 -0.33
H -1.1348 0.8477 1.1844 0.40 0.35 0.39
H -1.1894 2.4716 1.8684 0.62 -0.30 0.00
H 1.0007 0.6937 2.6750 -0.44 -0.36 0.08
H 0.3616 1.9564 3.4373 -0.19 -0.37 0.24
H 0.3526 -0.7001 -1.0126 0.13 0.02 0.61
H 2.0056 -0.8848 -0.3667 -0.47 0.36 0.03
H 0.1305 -3.1285 -0.6810 -0.48 0.05 0.39
H -2.0053 -4.3643 -0.8683 0.01 0.36 0.33
H -4.0197 -3.7673 0.5681 0.77 0.07 -0.15
H -3.7337 -1.9337 2.3104 0.22 -0.34 -0.47
H -1.6048 -0.7369 2.4712 -0.02 -0.57 -0.29
C 4.6640 2.6356 3.2116 0.41 -0.12 0.04
Cl 5.6764 4.0518 2.9561 -0.27 0.11 0.23
Cl 3.3077 2.6459 2.0670 0.07 0.23 0.42
Cl 5.6061 1.1538 3.0407 -0.12 0.00 0.08
H 4.2656 2.6700 4.2192 -0.06 0.03 -0.09
C 5.5914 -4.8508 -2.5651 0.35 -0.29 0.04
Cl 4.2292 -5.9345 -2.2679 0.00 0.09 -0.02
Cl 5.9653 -3.9120 -1.1060 0.35 -1.23 -2.02
Cl 7.0031 -5.7599 -3.1139 -0.09 0.07 -0.03
H 5.3094 -4.1575 -3.3490 0.02 -0.02 0.07
C -1.2260 1.9725 6.6608 0.06 -0.26 0.31
Cl -1.7828 0.5107 5.8340 0.14 -0.03 0.16
Cl -1.2426 1.7463 8.4077 -0.01 0.05 -0.11
Cl 0.3918 2.4310 6.1089 -0.03 0.09 -0.01
H -1.9103 2.7816 6.4149 0.53 -0.22 0.47
C 8.8830 2.0640 -0.0142 -0.02 -0.16 -0.08
Cl 8.2332 0.5202 -0.5917 -0.04 0.01 -0.01
Cl 7.6000 3.0481 0.7001 0.15 -0.07 -0.21
Cl 10.1731 1.7966 1.1544 -0.17 0.04 -0.14
H 9.2931 2.6035 -0.8665 -0.31 -0.42 0.26
C 11.4139 4.7561 -2.8010 -0.09 0.00 -0.12
Cl 10.6612 6.2457 -3.3789 0.05 -0.03 0.03
Cl 10.6949 4.2526 -1.2669 0.46 0.50 -0.13
Cl 11.2595 3.4719 -4.0026 0.03 0.04 0.03
H 12.4682 4.9478 -2.6384 -0.07 -0.01 0.02
C 8.2921 4.7042 -5.9623 -0.04 0.04 -0.13
Cl 8.8562 4.5568 -7.6268 0.01 0.00 0.10
Cl 7.0501 5.9532 -5.8323 0.06 -0.02 0.05
Cl 7.6808 3.1536 -5.3723 0.03 0.00 0.05
H 9.1323 4.9946 -5.3424 -0.06 -0.04 -0.02
C -7.0848 -2.1964 -0.1100 0.11 0.05 0.02
Cl -6.5750 -3.8624 0.1876 -0.19 -0.02 -0.04
Cl -6.8343 -1.2038 1.3298 -0.04 -0.05 -0.04
Cl -6.2173 -1.5202 -1.4913 -0.05 -0.03 0.02
H -8.1440 -2.2005 -0.3411 0.06 -0.01 0.02
C -4.1286 4.0649 3.6502 0.08 0.30 0.45
Cl -3.5783 3.8159 1.9812 -0.11 -0.26 0.03
Cl -3.1529 3.1208 4.7823 -0.69 0.33 -0.96
Cl -4.0731 5.7759 4.0638 -0.02 -0.09 -0.12
H -5.1571 3.7285 3.7193 0.07 -0.04 -0.10
C 10.7977 1.5155 5.1422 -0.10 -0.03 -0.10
Cl 10.2729 -0.1457 4.8558 0.03 0.05 0.03
Cl 11.9072 2.0447 3.8741 0.13 0.01 0.19
Cl 9.4055 2.5992 5.2410 0.04 -0.02 0.01
H 11.3231 1.5484 6.0893 -0.03 0.01 -0.06
C -3.5590 6.8964 -1.4098 -0.08 0.26 -0.17
Cl -4.3205 8.3842 -1.9621 0.43 -0.45 -0.49
Cl -4.3137 6.3287 0.0875 0.09 0.11 -0.13
Cl -3.6439 5.6439 -2.6561 0.09 -0.05 0.08
H -2.5139 7.1022 -1.2060 -0.06 -0.03 0.03
C -5.6231 -7.0349 -1.7510 0.08 -0.05 0.05
Cl -6.1349 -8.4973 -2.5967 -0.01 0.08 0.01
Cl -5.5908 -7.3044 -0.0071 0.24 -0.01 -0.19
Cl -4.0394 -6.5033 -2.3295 -0.24 0.32 0.31
H -6.3424 -6.2506 -1.9603 0.03 -0.05 0.03
C -1.3193 -8.6395 -4.8165 -0.17 0.00 0.04
Cl -3.0498 -8.4775 -4.5180 0.32 -0.34 -0.34
Cl -0.9177 -8.1078 -6.4559 0.05 -0.01 0.02
Cl -0.3948 -7.7207 -3.6208 0.01 -0.02 -0.02
H -1.0514 -9.6874 -4.7232 -0.01 0.13 0.00
C -6.2629 11.2268 0.4788 -0.14 -0.03 0.15
Cl -6.3382 11.7788 2.1550 0.04 0.02 -0.07
Cl -5.7517 9.5363 0.3983 -0.31 0.40 0.46
Cl -7.8227 11.4424 -0.3183 0.09 0.00 -0.01
H -5.5282 11.8283 -0.0437 -0.04 -0.05 0.04
C -2.1209 -11.4894 -7.2132 -0.08 -0.10 -0.17
Cl -1.6037 -12.6179 -8.4630 -0.01 -0.01 0.06
Cl -3.8468 -11.1463 -7.3596 0.09 0.05 0.03
Cl -1.7475 -12.1283 -5.6043 0.03 0.04 0.00
H -1.5756 -10.5608 -7.3461 -0.05 -0.10 0.02
C -0.2377 7.7689 4.8514 0.08 0.03 -0.10
Cl -0.5549 7.7597 3.1136 -0.20 0.31 0.22
Cl 0.5280 6.2569 5.3535 -0.08 0.00 0.03
Cl 0.7667 9.1503 5.2933 -0.07 -0.05 0.06
H -1.1852 7.8575 5.3701 0.07 -0.01 -0.01
C 1.7435 -11.3834 -10.4635 -0.07 -0.15 0.05
Cl 0.6845 -10.1619 -9.7500 0.07 0.12 -0.03
Cl 2.5090 -12.3544 -9.2034 0.00 0.06 -0.05
Cl 0.8423 -12.4111 -11.5802 0.05 0.06 0.02
H 2.5210 -10.8747 -11.0209 -0.06 -0.02 0.04
C -9.4296 -7.8629 1.8640 0.33 -0.22 0.31
Cl -8.5621 -9.2436 2.5402 -0.04 0.05 -0.04
Cl -10.6806 -7.3037 2.9843 -0.04 0.01 -0.07
Cl -8.3075 -6.5508 1.4785 -0.29 -0.06 0.31
H -9.9136 -8.1804 0.9413 0.36 -0.13 0.56
C -10.3243 -3.6606 4.2658 -0.05 0.05 0.06
Cl -12.0538 -3.4835 4.5654 0.07 -0.06 -0.03
Cl -9.9199 -3.1400 2.6267 0.01 -0.05 -0.02
Cl -9.3895 -2.7494 5.4556 0.00 -0.06 -0.04
H -10.0674 -4.7097 4.3607 0.00 0.06 -0.04
C -10.8957 -6.5928 -2.1858 -0.02 -0.16 -0.06
Cl -11.4084 -8.0527 -3.0297 0.02 0.10 0.04
Cl -10.8585 -6.8622 -0.4388 -0.65 0.51 -0.87
Cl -9.3115 -6.0616 -2.7652 -0.04 0.06 0.02
H -11.6141 -5.8084 -2.3936 0.06 -0.03 0.03
C 3.2363 12.0410 5.7647 0.08 0.06 0.07
Cl 4.5525 10.8790 5.9557 -0.07 0.00 -0.04
Cl 2.1789 12.0223 7.1800 0.00 -0.03 -0.08
Cl 3.8734 13.6627 5.4841 -0.05 -0.07 -0.03
H 2.6510 11.7517 4.8994 0.04 0.02 0.05
```
Forces are in eV/Å.

For the LUMO energy, the calculation gives -2.58 eV. The spin multiplicity is 1. The calculated total energy is -820070.160 eV. The gap between HOMO and LUMO is 8.822 eV. Its charge is +1. The maximum force comes out at 2.59 eV/Å.


The following is a quantum chemistry calculation of a molecular structure, C36H41FeN9O7PS4Se2, from the OMol25 dataset.

XYZ file:
```
101
Properties=species:S:1:pos:R:3:forces:R:3
Fe 0.8056 0.1340 0.8213 0.09 0.21 0.22
N 2.3481 0.8459 -0.5725 0.00 -0.05 -0.01
C 3.6112 0.1050 -0.3932 0.00 0.02 0.01
C 3.4166 -1.3983 -0.5475 -0.02 0.01 -0.02
C 2.7659 -2.0931 0.6465 0.02 0.07 -0.03
O 3.0552 -3.2553 0.9018 0.03 -0.01 0.01
O 1.9240 -1.3920 1.3332 0.02 -0.06 -0.10
H 2.0049 0.7574 -1.5261 0.01 0.02 0.00
H 2.5061 1.8366 -0.4157 0.01 -0.01 0.00
H 3.9887 0.3363 0.6049 0.01 -0.01 0.00
H 4.3600 0.4456 -1.1154 0.00 0.01 0.00
H 4.3725 -1.8858 -0.7360 0.01 0.00 0.02
H 2.7781 -1.5945 -1.4159 0.01 -0.01 0.00
Se 0.1281 2.2042 -2.8689 -0.07 0.10 0.03
P -0.7000 0.2193 -2.9433 -0.01 -0.12 0.00
Se -0.3378 -1.1719 -1.3295 -0.04 -0.05 -0.12
C -2.5175 0.3781 -3.1775 -0.01 0.02 0.02
C -3.4211 -0.2610 -2.3374 0.01 0.02 0.03
C -4.7903 -0.1062 -2.5303 0.00 0.01 0.02
C -5.2633 0.6668 -3.5780 0.00 0.01 0.01
C -4.3634 1.2928 -4.4336 0.01 0.04 0.00
C -3.0001 1.1607 -4.2263 0.01 0.00 0.00
C -0.2015 -0.5781 -4.5212 0.01 0.06 -0.03
C 0.0666 0.2005 -5.6442 0.04 0.00 0.02
C 0.3914 -0.3982 -6.8522 0.00 -0.02 -0.01
C 0.4597 -1.7813 -6.9474 0.00 0.01 -0.01
C 0.2059 -2.5611 -5.8287 -0.01 0.00 0.02
C -0.1231 -1.9636 -4.6199 -0.05 -0.02 -0.01
H -3.0486 -0.8792 -1.5291 0.01 -0.01 -0.01
H -5.4808 -0.5897 -1.8511 -0.01 -0.01 0.00
H -6.3289 0.7845 -3.7290 0.00 0.00 0.00
H -4.7285 1.8860 -5.2634 0.00 0.02 0.00
H -2.3008 1.6712 -4.8782 0.00 0.00 -0.01
H 0.0514 1.2800 -5.5553 -0.01 0.00 0.00
H 0.6027 0.2181 -7.7174 0.00 0.00 0.00
H 0.7204 -2.2490 -7.8888 0.00 0.00 0.00
H 0.2693 -3.6402 -5.8913 0.00 0.00 0.00
H -0.3104 -2.5696 -3.7426 0.01 0.00 0.00
S 0.3767 6.3430 5.4569 0.03 0.01 0.00
C 0.4594 4.9175 4.6040 0.03 0.01 0.04
S 1.9913 4.3514 4.0002 0.03 0.04 -0.02
C 1.2400 2.9410 3.2979 -0.22 -0.06 -0.06
N -0.0372 2.9069 3.5199 -0.01 -0.13 0.09
N -0.4817 4.0115 4.2414 0.02 -0.06 -0.06
C -1.8998 4.0439 4.4435 0.04 0.01 0.00
C -2.6645 3.0004 3.9141 -0.01 -0.02 0.01
C -4.0400 2.9993 4.0671 0.00 -0.01 -0.02
C -4.6795 4.0267 4.7454 -0.01 0.00 0.01
C -3.9167 5.0515 5.2778 0.01 0.00 0.00
C -2.5355 5.0701 5.1369 -0.01 0.01 -0.02
S 2.1295 1.7968 2.3915 0.11 -0.03 0.16
H -2.1823 2.1882 3.3957 0.03 -0.02 -0.04
H -4.6120 2.1779 3.6531 0.00 -0.01 -0.01
H -5.7555 4.0228 4.8605 0.00 0.00 0.00
H -4.3933 5.8612 5.8157 0.00 0.00 0.00
H -1.9598 5.8770 5.5547 -0.01 0.00 0.00
C -2.9342 6.3415 -4.7977 0.00 0.00 0.00
C -3.0083 5.0389 -4.0152 0.03 -0.03 -0.02
S -3.2985 5.3796 -2.2957 0.02 0.04 -0.02
O -2.1470 6.0840 -1.7790 -0.02 0.01 0.02
O -4.6049 5.9757 -2.1461 0.00 -0.01 -0.01
C -3.2988 3.7600 -1.5745 0.01 -0.06 0.00
C -3.2895 3.8582 -0.0511 0.02 -0.01 0.04
N -2.6854 2.6449 0.4903 0.06 -0.01 0.04
C -1.3546 2.5006 0.6539 0.04 0.04 -0.08
N -1.0452 1.2423 0.9468 -0.01 -0.12 -0.08
C -2.2088 0.5321 0.9691 -0.01 0.04 0.11
C -3.2304 1.3872 0.6906 -0.02 -0.01 -0.06
N -4.6094 1.0721 0.5744 -0.02 0.03 0.10
O -5.3764 1.9470 0.1944 0.00 -0.01 -0.03
O -4.9457 -0.0616 0.8613 0.01 -0.01 -0.05
C -0.4004 3.6276 0.5034 -0.02 -0.01 -0.02
H -2.7700 6.1246 -5.8527 0.00 0.00 0.00
H -2.1110 6.9578 -4.4394 0.00 0.00 0.00
H -3.8607 6.9062 -4.6995 0.00 0.00 0.00
H -2.0766 4.4701 -4.0574 0.00 -0.01 0.01
H -3.8303 4.4032 -4.3449 -0.03 -0.03 0.00
H -2.3754 3.2828 -1.9213 0.00 -0.01 -0.03
H -4.1561 3.1996 -1.9494 -0.03 0.01 0.01
H -4.2844 3.9878 0.3567 0.00 -0.02 0.00
H -2.6661 4.6899 0.2704 -0.02 0.02 0.00
H -2.2355 -0.5264 1.1748 0.01 -0.01 -0.02
H -0.5272 4.3413 1.3208 -0.02 0.01 -0.03
H -0.5505 4.1464 -0.4435 0.01 -0.01 -0.02
H 0.6139 3.2380 0.5387 0.00 0.00 0.03
C 0.4251 -4.8098 1.8069 -0.04 0.00 -0.02
N 0.2947 -3.6280 2.6470 -0.02 -0.01 0.03
C 1.0114 -3.4834 3.7776 0.00 -0.04 -0.05
C 0.9566 -2.3518 4.5094 0.01 0.08 -0.01
C 0.1963 -1.2754 3.9590 0.08 -0.16 -0.12
N -0.4469 -1.3744 2.8138 -0.18 0.06 0.18
C -0.4824 -2.5706 2.1538 0.07 0.05 -0.09
O -1.1446 -2.7466 1.1420 -0.05 -0.02 0.03
N 0.1182 -0.1099 4.6363 0.01 0.29 0.04
H 0.8948 -5.5988 2.3911 0.02 0.01 -0.01
H 1.0478 -4.5741 0.9448 -0.01 -0.03 0.03
H -0.5600 -5.1255 1.4741 -0.01 0.00 0.01
H 1.6174 -4.3324 4.0637 0.00 0.01 0.00
H 1.5127 -2.2448 5.4274 0.00 0.00 0.00
H 0.8498 0.0858 5.2987 -0.01 -0.02 -0.01
H -0.2071 0.7021 4.1233 0.01 -0.04 -0.04
```
Forces are in eV/Å.

For the LUMO energy (spin up / spin down), the calculation gives 1.59 / 1.59 eV. For the relative energy (zero: lowest compared OMol25 entry of this formula, charge and spin), the calculation gives 0.0 kJ/mol. The spin multiplicity is 5. The calculated total energy is -283456.881 eV. The gap between HOMO and LUMO (spin up / spin down) is 7.040 / 7.127 eV. Its charge is -1. The maximum force comes out at 0.32 eV/Å.


The following is a quantum chemistry calculation of a molecular structure, C36H41IN9STa, from the OMol25 dataset.

XYZ file:
```
89
Properties=species:S:1:pos:R:3:forces:R:3
Ta -0.2216 0.1691 -0.4125 0.66 0.19 -0.08
C 4.3617 2.5952 -4.5032 -0.01 0.01 0.01
C 3.6101 1.9909 -3.3624 0.00 0.01 -0.02
C 3.5892 2.6143 -2.1011 0.01 0.02 -0.01
C 2.8960 2.0576 -1.0585 -0.06 0.02 0.08
C 2.1969 0.8450 -1.2123 -0.08 -0.06 0.03
N 1.6680 0.2070 -0.0413 -0.07 -0.08 0.07
C 2.5326 -0.1722 1.0065 -0.05 0.06 -0.08
C 3.8407 -0.5829 0.7498 0.01 0.00 -0.06
C 4.6503 -1.0275 1.7730 -0.02 0.00 0.04
C 4.1761 -1.0975 3.0887 0.02 -0.01 -0.02
C 5.0407 -1.6269 4.1914 -0.01 -0.02 -0.02
C 2.8700 -0.6829 3.3371 0.00 -0.01 0.07
C 2.0574 -0.2041 2.3181 -0.03 0.02 -0.04
N 0.7589 0.3126 2.6504 0.00 0.00 0.05
C 0.3798 0.7226 3.8740 -0.04 0.03 0.02
C -0.9730 0.9960 3.8503 0.02 -0.01 0.00
C -1.3633 0.7241 2.5522 -0.01 0.10 -0.01
N -0.3184 0.3247 1.8037 0.11 -0.09 -0.06
C 2.1880 0.2361 -2.4796 0.07 0.05 0.03
C 2.8772 0.8173 -3.5308 0.01 0.00 -0.09
N 1.4111 -0.9263 -2.7291 0.05 -0.09 -0.11
C 1.5359 -1.8121 -3.7405 0.03 0.00 0.03
C 0.3613 -2.5225 -3.8400 -0.07 -0.01 -0.01
C -0.4660 -2.0039 -2.8520 0.02 -0.05 0.05
N 0.1690 -1.0358 -2.1754 -0.15 0.09 0.16
H 5.2610 3.1012 -4.1552 0.00 -0.01 0.00
H 4.6372 1.8518 -5.2484 -0.01 -0.01 0.01
H 3.7424 3.3483 -4.9995 0.00 0.00 0.01
H 4.1470 3.5301 -1.9499 0.00 -0.01 -0.01
H 2.9274 2.5106 -0.0738 0.01 0.00 -0.01
H 4.2121 -0.5497 -0.2674 0.02 -0.01 0.01
H 5.6636 -1.3400 1.5543 0.00 0.00 0.00
H 6.0614 -1.2588 4.0954 0.00 0.02 0.00
H 4.6609 -1.3545 5.1735 0.00 0.01 0.00
H 5.0876 -2.7173 4.1400 -0.01 0.01 -0.01
H 2.4945 -0.7536 4.3496 -0.01 0.01 -0.01
H 1.0849 0.8069 4.6842 0.01 -0.02 -0.02
H -1.5781 1.3451 4.6701 0.00 -0.01 -0.01
H -2.3367 0.8289 2.1067 0.03 -0.01 0.00
H 2.8322 0.3710 -4.5166 -0.01 -0.01 0.02
H 2.4458 -1.8844 -4.3151 0.00 0.02 0.01
H 0.1345 -3.3128 -4.5355 0.00 0.01 0.01
H -1.4689 -2.2955 -2.5848 0.00 0.01 0.00
I -0.8898 1.9524 -3.0165 -0.04 -0.04 0.03
C -0.5104 3.1515 -1.3655 0.01 0.01 0.03
C -0.4680 4.5251 -1.4575 0.01 -0.01 0.03
C -0.1768 5.2393 -0.3023 0.00 0.07 -0.03
C 0.0670 4.5488 0.8778 0.01 -0.05 0.04
C -0.0004 3.1724 0.8777 0.01 0.05 -0.04
N -0.3015 2.4606 -0.2326 -0.01 -0.11 0.03
H -0.6509 5.0217 -2.4007 0.00 0.00 0.00
H -0.1340 6.3214 -0.3291 0.00 0.00 0.00
H 0.3094 5.0713 1.7930 0.00 0.00 0.00
H 0.1931 2.6109 1.7775 0.01 0.03 0.01
C -6.1026 1.6012 0.1303 -0.03 0.01 0.03
N -4.6372 1.4091 0.0526 -0.03 0.04 -0.02
C -3.9435 2.4602 -0.6888 0.01 0.03 -0.04
C -4.0540 0.2920 0.4427 0.07 -0.13 0.15
S -2.6244 -0.3163 -0.4592 -0.26 -0.07 -0.15
N -4.5349 -0.4518 1.4279 -0.04 0.01 0.00
C -5.3266 0.1168 2.5343 -0.07 0.04 -0.01
C -4.3302 -1.9008 1.5365 0.02 -0.01 0.00
H -6.4206 2.0246 -0.8208 0.01 -0.01 -0.01
H -6.3758 2.2907 0.9271 0.02 0.00 0.01
H -6.6034 0.6484 0.2672 0.03 -0.03 0.01
H -4.3456 3.4211 -0.3715 -0.02 -0.01 0.02
H -4.1131 2.3488 -1.7609 0.00 -0.02 0.01
H -2.8809 2.4357 -0.4706 -0.04 0.00 0.01
H -5.1780 1.1907 2.5977 0.01 0.02 -0.03
H -4.9765 -0.3483 3.4551 0.02 -0.01 -0.01
H -6.3878 -0.1024 2.4262 0.00 0.00 -0.02
H -4.0703 -2.3192 0.5724 0.03 -0.04 -0.05
H -5.2695 -2.3485 1.8584 0.00 0.02 0.02
H -3.5661 -2.1312 2.2813 0.01 0.03 -0.01
N 0.0712 -1.9829 0.4981 -0.11 -0.09 -0.12
C -0.0769 -3.2704 -0.1938 0.09 0.03 0.00
C 1.0618 -3.8794 -0.6922 0.05 -0.02 -0.05
C 0.9489 -5.1044 -1.3370 0.00 0.01 0.00
C -0.2949 -5.7064 -1.4749 0.00 0.00 0.01
C -1.4265 -5.0921 -0.9527 0.00 0.00 -0.01
C -1.3200 -3.8674 -0.3066 0.00 0.05 0.04
H 1.0491 -1.9546 0.7931 -0.03 0.04 0.12
H -0.4601 -2.0260 1.3647 -0.12 0.00 -0.04
H 2.0376 -3.4192 -0.5618 -0.01 -0.01 0.00
H 1.8347 -5.5994 -1.7127 0.00 0.01 0.01
H -0.3798 -6.6672 -1.9646 0.00 0.01 0.00
H -2.3896 -5.5784 -1.0326 0.00 0.01 0.01
H -2.1894 -3.3939 0.1291 -0.06 0.00 -0.01
```
Forces are in eV/Å.

For the LUMO energy, the calculation gives -12.20 eV. For the relative energy (zero: lowest compared OMol25 entry of this formula, charge and spin), the calculation gives 0.0 kJ/mol. The spin multiplicity is 1. The calculated total energy is -71861.115 eV. The gap between HOMO and LUMO is 6.371 eV. Its charge is +4. The maximum force comes out at 0.69 eV/Å.